The following is a DFT calculation (ωB97M-V/def2-TZVPD) of a structure of composition C70H131BCdN10O16Zn in a non-equilibrium geometry.

Each line ends with the Löwdin charge.
CARTESIAN COORDINATES (ANGSTROEM)
Zn (4.519, -2.896, 1.202)  0.68
Cd (-2.900, 1.587, 3.224)  1.51
O (3.292, -2.393, -0.564)  0.08
C (2.306, -1.664, -0.427)  -0.33
O (1.541, -1.590, 0.633)  0.22
B (0.616, -0.465, 0.505)  -0.90
O (0.984, 0.161, -0.685)  0.29
C (1.828, -0.587, -1.383)  -0.35
O (1.959, -0.514, -2.569)  0.19
O (0.763, 0.400, 1.718)  0.31
C (-0.344, 0.614, 2.313)  -0.40
O (-0.610, 1.299, 3.268)  0.07
C (-1.439, -0.039, 1.423)  -0.35
O (-0.853, -0.717, 0.503)  0.26
O (-2.656, 0.143, 1.600)  -0.02
O (4.951, -0.603, 4.016)  0.11
C (4.892, -1.355, 2.892)  -0.76
O (3.991, -0.950, 2.053)  -0.03
O (5.597, -2.380, 2.852)  -0.01
H (5.728, -0.931, 4.517)  0.14
C (-5.063, -0.614, -1.938)  0.00
C (-3.889, -0.024, -2.814)  -0.50
C (-2.725, -1.041, -2.941)  -0.11
C (-3.041, -2.251, -3.832)  -0.17
C (-3.410, -1.743, -5.190)  -0.16
C (-4.594, -0.779, -5.177)  -0.46
N (-4.286, 0.306, -4.202)  -0.07
O (-5.433, 1.164, -4.122)  -0.05
C (-4.738, -0.104, -6.596)  -0.04
C (-5.971, -1.569, -4.940)  -0.01
C (-3.435, 1.235, -2.123)  -0.03
H (-5.871, 0.122, -1.978)  0.04
H (-4.668, -0.812, -0.925)  0.09
H (-5.577, -1.454, -2.359)  0.05
H (-1.944, -0.413, -3.360)  0.12
H (-2.470, -1.380, -1.938)  0.09
H (-3.950, -2.683, -3.391)  0.10
H (-2.304, -3.059, -3.938)  0.10
H (-3.643, -2.616, -5.801)  0.13
H (-2.517, -1.229, -5.619)  0.14
H (-4.744, -0.855, -7.466)  0.12
H (-5.681, 0.445, -6.693)  0.07
H (-4.034, 0.713, -6.758)  0.08
H (-6.731, -0.813, -4.684)  0.08
H (-6.288, -1.998, -5.873)  0.07
H (-5.861, -2.384, -4.209)  0.07
H (-3.152, 0.801, -1.145)  0.07
H (-4.307, 1.859, -1.934)  0.08
H (-2.682, 1.775, -2.674)  0.10
H (-5.303, 1.788, -4.829)  0.09
C (4.879, 1.055, -4.077)  -0.03
C (6.273, 0.520, -3.707)  -0.50
C (7.433, 1.521, -3.774)  -0.11
C (7.219, 2.550, -2.664)  -0.17
C (7.238, 1.895, -1.299)  -0.15
C (6.254, 0.777, -1.058)  -0.47
N (6.312, -0.043, -2.305)  -0.03
O (5.285, -1.061, -2.159)  -0.09
C (6.875, -0.035, 0.120)  -0.01
C (4.839, 1.213, -0.569)  0.01
C (6.496, -0.627, -4.621)  -0.05
H (4.482, 1.908, -3.529)  0.07
H (4.094, 0.269, -4.193)  0.09
H (5.009, 1.351, -5.134)  0.10
H (8.302, 1.013, -3.556)  0.09
H (7.589, 2.023, -4.727)  0.13
H (6.235, 3.038, -2.767)  0.11
H (7.903, 3.385, -2.777)  0.12
H (7.267, 2.693, -0.536)  0.14
H (8.182, 1.455, -1.272)  0.09
H (7.881, -0.257, -0.186)  0.09
H (6.831, 0.590, 0.989)  0.09
H (6.242, -0.881, 0.324)  0.03
H (4.262, 1.706, -1.430)  0.10
H (4.331, 0.370, -0.139)  0.05
H (5.036, 1.937, 0.187)  0.07
H (7.422, -1.183, -4.412)  0.09
H (6.510, -0.283, -5.638)  0.09
H (5.705, -1.345, -4.596)  0.07
H (4.432, -0.608, -2.330)  0.07
C (-3.119, 6.145, 4.641)  -0.01
C (-3.395, 4.656, 4.460)  -0.51
C (-4.911, 4.538, 4.498)  -0.15
C (-5.609, 4.974, 3.227)  -0.16
C (-5.043, 4.174, 2.122)  -0.18
C (-3.513, 4.254, 1.935)  -0.51
N (-2.864, 3.956, 3.241)  -0.16
O (-1.459, 4.054, 3.189)  -0.06
C (-3.118, 3.103, 0.955)  -0.05
C (-3.039, 5.580, 1.427)  -0.01
C (-2.798, 3.890, 5.672)  -0.01
H (-2.027, 6.277, 4.729)  0.10
H (-3.505, 6.441, 5.611)  0.10
H (-3.674, 6.708, 3.870)  0.08
H (-5.238, 3.550, 4.720)  0.08
H (-5.221, 5.158, 5.367)  0.14
H (-5.433, 6.029, 3.162)  0.11
H (-6.657, 4.688, 3.227)  0.12
H (-5.527, 4.334, 1.153)  0.13
H (-5.225, 3.087, 2.370)  0.07
H (-3.885, 2.338, 0.913)  0.06
H (-3.082, 3.489, -0.073)  0.11
H (-2.124, 2.809, 1.261)  0.06
H (-3.042, 6.416, 2.146)  0.08
H (-2.070, 5.513, 0.949)  0.08
H (-3.755, 5.911, 0.643)  0.12
H (-1.725, 3.862, 5.727)  0.09
H (-3.289, 2.893, 5.627)  0.05
H (-3.317, 4.339, 6.522)  0.10
H (-1.145, 4.985, 3.045)  0.10
C (1.697, 7.813, 1.345)  -0.05
C (2.188, 6.456, 1.598)  -0.53
C (3.681, 6.395, 1.285)  -0.11
C (4.399, 5.126, 1.848)  -0.17
C (4.140, 5.054, 3.314)  -0.17
C (2.673, 5.046, 3.750)  -0.46
N (2.058, 6.256, 3.086)  -0.09
O (0.728, 6.282, 3.455)  -0.08
C (2.022, 3.816, 3.173)  -0.03
C (2.643, 5.177, 5.298)  0.00
C (1.342, 5.503, 0.762)  -0.02
H (1.480, 7.928, 0.309)  0.07
H (2.518, 8.562, 1.612)  0.12
H (0.786, 8.153, 1.864)  0.09
H (3.891, 6.356, 0.224)  0.12
H (4.144, 7.327, 1.645)  0.12
H (5.448, 5.210, 1.545)  0.12
H (3.973, 4.184, 1.434)  0.10
H (4.698, 5.901, 3.818)  0.14
H (4.718, 4.222, 3.743)  0.13
H (2.033, 2.973, 3.852)  0.10
H (1.000, 3.930, 2.990)  0.03
H (2.445, 3.502, 2.232)  0.06
H (1.679, 5.405, 5.672)  0.06
H (2.986, 4.261, 5.667)  0.06
H (3.272, 6.030, 5.657)  0.11
H (1.624, 4.465, 0.842)  0.05
H (1.282, 5.838, -0.307)  0.11
H (0.361, 5.500, 1.277)  0.06
H (0.599, 7.156, 3.891)  0.13
C (0.988, -4.417, -2.000)  -0.02
C (0.674, -5.737, -2.712)  -0.53
C (-0.212, -5.507, -3.996)  -0.12
C (0.470, -4.904, -5.223)  -0.16
C (1.761, -5.735, -5.473)  -0.10
C (2.737, -5.806, -4.217)  -0.45
N (1.922, -6.388, -3.111)  -0.10
O (2.814, -6.514, -2.005)  -0.04
C (3.824, -6.857, -4.541)  -0.05
C (3.503, -4.513, -3.845)  -0.02
C (-0.065, -6.681, -1.816)  -0.05
H (1.656, -4.655, -1.192)  0.07
H (0.110, -4.008, -1.499)  0.06
H (1.394, -3.610, -2.596)  0.07
H (-0.510, -6.496, -4.294)  0.11
H (-1.082, -4.932, -3.598)  0.11
H (0.779, -3.851, -5.090)  0.11
H (-0.174, -4.954, -6.078)  0.10
H (2.292, -5.265, -6.237)  0.09
H (1.535, -6.705, -5.856)  0.11
H (3.442, -7.895, -4.781)  0.11
H (4.414, -6.507, -5.412)  0.09
H (4.506, -6.877, -3.729)  0.05
H (4.480, -4.536, -4.289)  0.06
H (2.997, -3.554, -4.195)  0.10
H (3.558, -4.405, -2.779)  0.05
H (0.037, -7.683, -2.297)  0.10
H (-1.159, -6.382, -1.757)  0.09
H (0.274, -6.758, -0.726)  0.10
H (2.675, -7.411, -1.704)  0.10
C (-3.326, -4.696, 2.238)  -0.08
C (-3.289, -3.655, 1.129)  -0.24
C (-2.018, -3.702, 0.243)  -0.16
C (-0.823, -3.583, 1.059)  -0.20
N (-0.028, -3.441, 1.869)  0.23
H (-4.123, -4.504, 2.977)  0.09
H (-2.363, -4.504, 2.696)  0.04
H (-3.261, -5.741, 1.920)  0.09
H (-3.390, -2.654, 1.543)  0.09
H (-4.180, -3.629, 0.483)  0.11
H (-2.032, -2.920, -0.522)  0.10
H (-1.919, -4.619, -0.344)  0.11
C (-7.959, -1.323, 6.381)  -0.09
C (-8.060, 0.123, 5.871)  -0.25
C (-7.467, 0.366, 4.475)  -0.16
C (-5.991, 0.600, 4.457)  -0.15
N (-4.870, 0.856, 4.426)  0.10
H (-6.930, -1.759, 6.211)  0.09
H (-8.686, -1.892, 5.854)  0.06
H (-8.224, -1.335, 7.448)  0.09
H (-7.746, 0.841, 6.588)  0.10
H (-9.110, 0.348, 5.731)  0.11
H (-7.827, 1.199, 3.908)  0.07
H (-7.707, -0.561, 3.876)  0.15
C (-7.809, 2.798, -2.213)  -0.08
C (-8.454, 1.457, -1.703)  -0.21
C (-9.029, 1.575, -0.282)  -0.15
C (-8.027, 1.811, 0.814)  -0.16
N (-7.368, 2.049, 1.740)  0.16
H (-8.552, 3.581, -2.512)  0.09
H (-7.245, 2.630, -3.107)  0.04
H (-7.159, 3.237, -1.455)  0.06
H (-7.627, 0.682, -1.836)  0.10
H (-9.256, 1.151, -2.339)  0.10
H (-9.559, 0.710, 0.117)  0.12
H (-9.643, 2.421, -0.099)  0.11
C (0.965, -3.832, 5.222)  -0.10
C (1.557, -5.208, 4.982)  -0.23
C (1.726, -5.569, 3.524)  -0.19
C (2.587, -4.799, 2.706)  -0.13
N (3.291, -4.219, 2.055)  0.23
H (0.001, -3.615, 4.766)  0.06
H (1.660, -3.097, 4.874)  0.06
H (0.931, -3.617, 6.309)  0.09
H (0.817, -5.957, 5.315)  0.12
H (2.505, -5.328, 5.469)  0.11
H (0.729, -5.615, 3.068)  0.12
H (2.068, -6.585, 3.334)  0.14
C (8.733, -4.858, -1.247)  -0.08
C (7.755, -4.556, -2.380)  -0.23
C (7.057, -3.170, -2.324)  -0.14
C (6.477, -3.150, -0.988)  -0.12
N (6.102, -3.276, 0.095)  0.20
H (9.199, -5.852, -1.430)  0.10
H (8.155, -4.968, -0.412)  0.03
H (9.485, -4.103, -1.214)  0.08
H (6.942, -5.317, -2.395)  0.12
H (8.252, -4.652, -3.329)  0.11
H (6.295, -3.134, -3.102)  0.10
H (7.758, -2.314, -2.511)  0.14

Summary:
Net charge: +2
HOMO level (eV): -11.58